Run i
{"formula": "C18H21Cl4N3O10P2SV", "method": "ωB97M-V/def2-TZVPD", "symbols": ["V", "N", "C", "C", "P", "O", "O", "O", "P", "O", "O", "O", "H", "H", "H", "H", "H", "H", "H", "H", "S", "C", "C", "C", "C", "C", "N", "H", "H", "H", "H", "Cl", "C", "C", "Cl", "C", "Cl", "C", "O", "C", "O", "C", "Cl", "O", "C", "O", "C", "N", "C", "C", "C", "H", "H", "H", "H", "H", "H", "H", "H", "H"], "xyz": [[-0.55141, -0.67505, 0.77535], [0.39634, -5.06365, 1.01506], [0.86491, -4.11440, -0.07581], [1.65607, -4.90433, -1.10763], [1.83559, -2.80026, 0.81244], [3.35930, -3.00199, 0.28476], [1.74977, -3.21593, 2.24322], [1.37862, -1.49742, 0.24021], [-0.75834, -3.54335, -0.82583], [-0.29764, -2.84189, -2.18759], [-1.42983, -4.86376, -1.02916], [-1.41582, -2.50284, 0.02207], [0.98160, -5.89420, 1.04457], [-0.57227, -5.33318, 0.78894], [0.53776, -4.53033, 1.90259], [2.53472, -5.37342, -0.65429], [2.00625, -4.22884, -1.88485], [1.01929, -5.65897, -1.57485], [3.56866, -2.23574, -0.26365], [-0.34405, -1.86710, -2.05487], [0.62659, 0.76918, 2.67081], [-0.18724, -0.47238, 3.53909], [-0.23715, -0.61180, 4.94407], [-0.93526, -1.65311, 5.50397], [-1.60560, -2.56777, 4.68462], [-1.51986, -2.37790, 3.32037], [-0.82743, -1.38588, 2.76910], [0.28202, 0.11642, 5.55273], [-0.97293, -1.76104, 6.58331], [-2.18254, -3.38641, 5.09397], [-2.02718, -3.02907, 2.61419], [-3.69830, 2.81037, -4.30853], [-3.35437, 2.04352, -2.78189], [-4.21204, 2.18213, -1.71519], [-5.66994, 3.12073, -1.87726], [-3.90254, 1.57166, -0.48646], [-4.93876, 1.79854, 0.89407], [-2.73452, 0.82614, -0.28966], [-2.37845, 0.34178, 0.84459], [-1.83367, 0.66793, -1.42561], [-0.71357, 0.03730, -1.23439], [-2.17844, 1.28003, -2.62617], [-1.03975, 1.14786, -3.94264], [1.68887, 4.95681, -1.78798], [1.44394, 3.89693, -0.99413], [2.27946, 3.42527, -0.27289], [0.00697, 3.38621, -1.09961], [-0.75626, 4.25285, -2.02837], [-1.78324, 4.97631, -1.24611], [-1.27729, 4.90441, 0.19428], [-0.73290, 3.48038, 0.23710], [0.05456, 2.35789, -1.46210], [-1.17633, 3.69629, -2.76231], [0.81287, 5.08185, -2.24071], [-2.74935, 4.46457, -1.31432], [-1.90519, 5.99569, -1.61926], [-2.07435, 5.08172, 0.91592], [-0.48058, 5.63619, 0.36502], [-1.59024, 2.80978, 0.20936], [-0.10704, 3.19536, 1.07957]], "gap_ev": [4.9, 5.9], "charge": -2, "spin_multiplicity": 4, "homo_ha": [-0.025, -0.061]}


Run ii
{"formula": "C18H21Cl4N3O10P2SV", "method": "ωB97M-V/def2-TZVPD", "symbols": ["V", "N", "C", "C", "P", "O", "O", "O", "P", "O", "O", "O", "H", "H", "H", "H", "H", "H", "H", "H", "S", "C", "C", "C", "C", "C", "N", "H", "H", "H", "H", "Cl", "C", "C", "Cl", "C", "Cl", "C", "O", "C", "O", "C", "Cl", "O", "C", "O", "C", "N", "C", "C", "C", "H", "H", "H", "H", "H", "H", "H", "H", "H"], "xyz": [[-0.59417, -0.28309, -0.75062], [-0.61903, -1.32863, 3.24198], [0.33691, -0.30349, 2.68554], [1.21203, 0.23750, 3.81779], [1.40379, -1.38313, 1.51740], [2.88754, -0.86084, 2.00261], [1.20315, -2.75858, 2.05574], [1.36051, -1.00598, 0.06130], [-0.77288, 1.03346, 1.96639], [-0.40622, 2.30424, 2.93897], [-2.17588, 0.62160, 2.22428], [-0.26412, 1.42235, 0.60210], [-0.81075, -1.16794, 4.22520], [-0.19354, -2.26251, 3.05494], [-1.49023, -1.27658, 2.68789], [1.82485, -0.55775, 4.24671], [0.59033, 0.69042, 4.59544], [1.87906, 1.00487, 3.43737], [3.46938, -0.93769, 1.23667], [-0.58775, 3.10964, 2.43951], [-0.78195, 1.67460, -2.67904], [-2.40415, 1.20641, -2.26792], [-3.57961, 1.68049, -2.88537], [-4.80426, 1.19001, -2.49900], [-4.88679, 0.23288, -1.48708], [-3.70515, -0.17903, -0.90436], [-2.51637, 0.28933, -1.27973], [-3.48387, 2.42063, -3.66909], [-5.70692, 1.54798, -2.98414], [-5.83069, -0.18110, -1.16047], [-3.67590, -0.89873, -0.09374], [-2.76583, -6.65250, -2.19399], [-2.31787, -5.20778, -1.32151], [-2.52240, -5.12738, 0.03528], [-3.23520, -6.45414, 0.91464], [-2.15003, -3.94685, 0.71038], [-2.48327, -3.80266, 2.42732], [-1.56033, -2.86571, 0.07346], [-1.22801, -1.75310, 0.67681], [-1.35766, -2.94517, -1.36450], [-0.86986, -1.92918, -1.97794], [-1.75383, -4.12260, -2.01259], [-1.52576, -4.19204, -3.73714], [3.91322, 1.87542, -3.43875], [2.98955, 1.35033, -2.59570], [2.60029, 0.22341, -2.67501], [2.48169, 2.32922, -1.53787], [3.12319, 3.65899, -1.68839], [3.99990, 3.89801, -0.52187], [4.22052, 2.50779, 0.07243], [2.85937, 1.85034, -0.13919], [1.39855, 2.37560, -1.65923], [2.42353, 4.37854, -1.79031], [3.96292, 2.81365, -3.15337], [3.50890, 4.54235, 0.21641], [4.92912, 4.38501, -0.82780], [4.52081, 2.54869, 1.12011], [4.99839, 1.97881, -0.48673], [2.13242, 2.23466, 0.57838], [2.83033, 0.76694, -0.08058]], "gap_ev": [4.8, 5.6], "charge": -2, "spin_multiplicity": 4, "homo_ha": [-0.022, -0.051]}


According to the calculations, the structures order from most to least stable as run i, run ii.